1.
The following is a quantum chemistry calculation of C24H18N4O7P3S3V as an isolated structure, from the Open Molecules 2025 dataset.

Properties
E_tot = -131537.2874 eV
LUMO (alpha / beta) = -5.212 / -4.403 eV
M = 714.50 g mol⁻¹
E_HOMO (alpha / beta) = -11.14 / -11.19 eV
multiplicity = 2
energy relative to the best compared isomer or geometry (same formula, charge and spin) = 192.1 kJ/mol
net charge = +1
HOMO-LUMO gap (alpha / beta) = 5.93 / 6.78 eV
F_max = 0.6 eV Å⁻¹

Positions of all 60 atoms, in Å:
V1 -0.45243 -0.35853 0.42536
S1 5.63833 0.01419 4.56447
N1 5.47754 -0.01132 2.95586
C1 4.19510 -0.16822 2.70423
C2 3.61662 -0.36128 1.37733
C3 4.35430 -0.62594 0.21814
C4 3.68724 -0.91341 -0.95372
C5 2.29553 -0.95785 -0.95223
N2 1.59976 -0.70304 0.14811
C6 2.24011 -0.38202 1.28445
C7 1.35058 -0.09929 2.47419
N3 0.05221 -0.62939 2.20336
C8 -0.73077 -1.06067 3.26324
C9 -0.24010 -1.17531 4.51082
C10 1.14697 -0.91028 4.76069
C11 1.94771 -0.46050 3.78109
C12 3.38717 -0.25664 3.87169
N4 4.08614 -0.16845 4.98568
H1 5.43526 -0.61778 0.26696
H2 4.22274 -1.13133 -1.86598
H3 1.73112 -1.21460 -1.83786
H4 -1.75347 -1.30417 3.01921
H5 -0.88329 -1.51986 5.30564
H6 1.57427 -1.12285 5.73285
O1 -3.41044 2.68276 1.19071
P1 -2.37055 1.63214 1.70720
O2 -2.76424 0.95020 2.92461
O3 -1.93978 0.75981 0.47376
O4 -1.01584 2.57578 1.95783
P2 0.45311 2.25420 1.48416
O5 1.15263 3.63070 1.29008
O6 1.21071 1.46986 2.59918
O7 0.45201 1.49064 0.19740
H7 -3.23298 3.06159 0.31963
H8 1.14604 4.24237 2.03957
S2 1.49278 -4.13999 -1.34136
P3 -0.05072 -4.08222 -0.19263
S3 -1.18061 -2.22347 -0.39597
C13 0.33109 -4.19761 1.57248
C14 1.56316 -3.69090 1.99486
C15 1.95853 -3.84186 3.31169
C16 1.12837 -4.49211 4.21622
C17 -0.09120 -5.00179 3.79920
C18 -0.49101 -4.86290 2.47789
C19 -1.38727 -5.22027 -0.58838
C20 -2.65482 -5.09589 -0.01394
C21 -3.64581 -6.00558 -0.33393
C22 -3.37988 -7.03521 -1.22956
C23 -2.12646 -7.15486 -1.80650
C24 -1.12537 -6.24724 -1.48977
H9 2.22880 -3.23875 1.26663
H10 2.92478 -3.47232 3.63183
H11 1.44455 -4.62124 5.24341
H12 -0.72647 -5.53068 4.49697
H13 -1.42596 -5.29836 2.15437
H14 -2.87274 -4.28446 0.66981
H15 -4.62816 -5.90914 0.10815
H16 -4.15886 -7.74240 -1.48177
H17 -1.92446 -7.95205 -2.50868
H18 -0.14505 -6.32753 -1.94022

2.
The following is a quantum chemistry calculation of C24H18NO5S5Sn as an isolated structure, from the Open Molecules 2025 dataset.

Properties
E_tot = -96919.4660 eV
LUMO = 1.913 eV
M = 679.46 g mol⁻¹
E_HOMO = -4.10 eV
energy relative to the best compared isomer or geometry (same formula, charge and spin) = 0.0 kJ/mol
net charge = -1
HOMO-LUMO gap = 6.02 eV
F_max = 0.2 eV Å⁻¹

Positions of all 54 atoms, in Å:
Sn1 -0.07898 -1.98634 -2.04531
S1 0.29487 -6.07883 3.80686
C1 0.12116 -5.45314 2.27673
S2 -1.34190 -4.77607 1.68657
C2 -0.77487 -4.26907 0.11710
C3 0.51722 -4.54491 -0.15491
S3 1.37098 -4.09973 -1.61406
S4 1.38720 -5.35746 1.12256
S5 -1.87152 -3.36621 -0.90172
O1 0.47906 -2.06355 2.43008
C4 1.34375 -1.04857 2.63776
C5 1.72377 -0.70950 3.93894
C6 2.61243 0.32093 4.17726
C7 3.15192 1.03399 3.11387
C8 2.77662 0.69320 1.82602
C9 1.86888 -0.32790 1.55545
C10 1.50668 -0.56572 0.10386
O2 2.09788 0.06703 -0.77334
O3 0.58039 -1.42345 -0.09390
H1 0.26170 -2.47893 3.27403
H2 1.30829 -1.27525 4.76632
H3 2.88850 0.56148 5.19657
H4 3.85979 1.83351 3.28724
H5 3.18683 1.21253 0.96938
C11 2.08955 1.25282 -3.92206
O4 1.44618 2.41035 -3.38322
C12 0.07437 2.40711 -3.46083
C13 -0.60395 2.49486 -4.66305
C14 -1.98966 2.58082 -4.66683
C15 -2.68780 2.59913 -3.46883
C16 -2.01316 2.49976 -2.26273
C17 -0.63188 2.37834 -2.25520
N1 0.14304 2.32013 -1.08935
C18 -0.13464 1.96637 0.16453
C19 -1.16498 1.23466 0.73278
C20 -1.24928 1.26468 2.16837
C21 -2.16905 0.53857 2.83922
C22 -3.06564 -0.30207 2.10303
C23 -2.99165 -0.42222 0.75936
C24 -1.98853 0.28784 -0.01190
O5 -1.80622 0.05922 -1.21977
H6 1.96334 1.20880 -5.00639
H7 1.69313 0.34984 -3.45857
H8 3.14422 1.34737 -3.67857
H9 -0.04441 2.50555 -5.58912
H10 -2.52076 2.64224 -5.60761
H11 -3.76680 2.67452 -3.46906
H12 -2.55351 2.50847 -1.32764
H13 1.12149 2.51012 -1.27065
H14 0.63204 2.30763 0.85564
H15 -0.54586 1.89106 2.70741
H16 -2.22005 0.57218 3.91901
H17 -3.80156 -0.88393 2.64631
H18 -3.62865 -1.10224 0.21236

3.
The following is a quantum chemistry calculation of C24H19AgGeNO3S as an isolated structure, from the Open Molecules 2025 dataset.

Properties
E_tot = -104177.5193 eV
LUMO (alpha / beta) = -0.403 / -3.054 eV
M = 581.97 g mol⁻¹
E_HOMO (alpha / beta) = -8.81 / -8.83 eV
multiplicity = 2
energy relative to the best compared isomer or geometry (same formula, charge and spin) = 0.0 kJ/mol
net charge = 0
HOMO-LUMO gap (alpha / beta) = 8.41 / 5.77 eV
F_max = 1.1 eV Å⁻¹

Positions of all 50 atoms, in Å:
Ag1 1.34516 -0.87042 1.07938
O1 3.19785 0.73314 5.11692
S1 2.02443 1.53041 4.88326
O2 1.52934 2.37246 5.92975
N1 0.83447 0.58559 4.27811
C1 0.62983 0.84501 3.01394
O3 -0.13380 0.15792 2.21715
C2 1.41687 2.01826 2.46916
C3 1.35566 2.58801 1.20991
C4 2.23074 3.63380 0.92023
C5 3.13687 4.08784 1.87901
C6 3.17136 3.52748 3.15310
C7 2.29074 2.49642 3.41794
H1 0.61739 2.24511 0.49410
H2 2.20716 4.10877 -0.05688
H3 3.82170 4.89247 1.63018
H4 3.85898 3.89170 3.90983
C8 1.68314 1.03890 -2.26672
Ge1 2.55334 -0.19622 -1.06494
C9 2.93412 -1.86458 -1.96936
C10 2.46407 -2.12900 -3.26010
C11 2.80283 -3.31710 -3.89776
C12 3.59187 -4.25807 -3.24133
C13 4.05723 -4.00833 -1.95248
C14 3.72598 -2.81806 -1.31699
C15 4.21674 0.48321 -0.29814
C16 4.35725 0.53749 1.06958
C17 5.50454 1.09735 1.68275
C18 6.48842 1.62738 0.90583
C19 6.39720 1.58987 -0.51403
C20 7.41900 2.14677 -1.32941
C21 7.34901 2.07997 -2.69103
C22 6.26101 1.41958 -3.31136
C23 5.25792 0.88586 -2.55460
C24 5.27139 0.98381 -1.13152
H5 2.30624 1.15662 -3.15370
H6 1.56292 2.00825 -1.78202
H7 0.69862 0.66640 -2.55985
H8 1.84189 -1.40217 -3.77665
H9 2.44995 -3.51132 -4.90616
H10 3.84264 -5.19112 -3.73492
H11 4.67896 -4.73948 -1.44717
H12 4.10621 -2.61842 -0.31988
H13 3.57532 0.17509 1.71732
H14 5.57280 1.12433 2.76588
H15 7.36435 2.08453 1.36022
H16 8.26629 2.62480 -0.84452
H17 8.13298 2.51644 -3.30113
H18 6.23314 1.32755 -4.39284
H19 4.45429 0.34399 -3.04005

4.
The following is a quantum chemistry calculation of C24H19AlF2I2N3O2 as an isolated structure, from the Open Molecules 2025 dataset.

Properties
E_tot = -61995.2092 eV
LUMO = -3.102 eV
M = 700.22 g mol⁻¹
E_HOMO = -10.51 eV
energy relative to the best compared isomer or geometry (same formula, charge and spin) = 0.0 kJ/mol
net charge = +1
HOMO-LUMO gap = 7.41 eV
F_max = 0.2 eV Å⁻¹

Positions of all 53 atoms, in Å:
Al1 -0.02789 -0.15408 0.78252
I1 0.75676 3.52520 -2.56143
C1 2.07935 2.46867 -1.37082
C2 3.46519 2.75881 -1.42298
C3 4.38331 2.07724 -0.67505
I2 6.39962 2.57257 -0.83370
C4 3.94995 1.04009 0.19641
C5 4.76692 0.22819 1.00664
C6 4.20690 -0.75495 1.78474
C7 2.81915 -0.92747 1.77986
N1 2.02355 -0.17213 1.04882
C8 2.56823 0.78382 0.25057
C9 1.61332 1.48261 -0.54069
O1 0.35143 1.10490 -0.41535
H1 3.79549 3.54607 -2.08712
H2 5.83816 0.38242 1.00303
H3 4.81998 -1.39508 2.40244
H4 2.34871 -1.69017 2.38901
F1 -4.97454 -1.28689 -1.03320
C10 -4.19089 -0.85974 -0.03379
C11 -2.83631 -0.69957 -0.26106
C12 -2.01272 -0.26692 0.77107
C13 -2.57399 0.01396 2.02386
C14 -3.94509 -0.16505 2.20410
F2 -4.52393 0.07391 3.39484
C15 -4.77252 -0.60548 1.19328
C16 -1.63256 0.50426 3.05519
C17 -1.99607 1.00309 4.30285
C18 -1.02473 1.48398 5.16080
C19 0.30500 1.47196 4.76842
C20 0.60437 0.96341 3.52582
N2 -0.32564 0.47984 2.68986
H5 -2.45771 -0.90057 -1.25790
H6 -5.83238 -0.73580 1.35712
H7 -3.03369 1.02692 4.58748
H8 -1.30838 1.87755 6.12788
H9 1.09251 1.85286 5.40160
H10 1.62410 0.94679 3.16996
C21 -0.06663 -2.58433 -2.28896
N3 -0.72313 -3.31891 -1.20108
C22 -1.52726 -4.49905 -1.53890
C23 -0.56641 -2.89500 0.03242
C24 -1.25274 -3.54589 1.18604
O2 0.22170 -1.91627 0.24859
H11 -0.54066 -2.85707 -3.22653
H12 0.99339 -2.83175 -2.33240
H13 -0.17070 -1.51309 -2.13426
H14 -1.31281 -4.77336 -2.56643
H15 -2.59100 -4.28064 -1.44856
H16 -1.26530 -5.34112 -0.90368
H17 -1.98117 -4.29692 0.90279
H18 -1.75354 -2.76183 1.75534
H19 -0.49569 -3.99917 1.82804

Q: Number 2 is which compound?
A: C24H18NO5S5Sn